Record 1
One molecule with the formula C4H8O2, computed with ωB97M-V/def2-TZVPD.

Geometry as ORCA input:
```
! RIJCOSX wB97M-V def2-TZVPD def2/J DEFGRID3
* xyz 0 1
C 1.25 -0.50 1.00
H 0.53 -1.20 1.43
H -0.46 0.94 0.35
H 1.64 0.14 1.79
H -2.42 -0.96 -0.87
H -1.52 -1.17 0.67
H 1.15 1.82 -1.23
H 2.09 -1.07 0.59
C -1.66 -0.52 -0.21
C -0.42 -0.11 -0.91
O 1.59 1.20 -0.63
O -1.88 0.83 0.06
C 0.64 0.34 -0.10
H -0.54 0.26 -1.93
*
```

Output
- DFT total energy: -8368.453 eV
- Orbital gap: 8.306 eV
- Energy above the lowest of the compared OMol25 structures with the same formula, charge and spin: 111.4 kcal per mole

=====

Record 2
One molecule with the formula C4H8O2, computed with ωB97M-V/def2-TZVPD.

Geometry as ORCA input:
```
! RIJCOSX wB97M-V def2-TZVPD def2/J DEFGRID3
* xyz 0 1
C 0.87 0.49 -0.60
C 0.90 -0.78 0.24
H 1.30 0.36 -1.59
H -2.03 -0.01 0.92
H 1.86 -0.97 0.73
O 0.50 -1.89 -0.53
O -0.06 -0.59 1.25
H -0.16 -2.31 0.04
H 1.41 1.28 -0.07
H -0.92 1.25 1.51
H -1.13 0.14 -1.32
H -0.89 1.82 -0.82
C -1.01 0.40 0.83
C -0.63 0.79 -0.60
*
```

Output
- DFT total energy: -8372.429 eV
- Orbital gap: 11.212 eV
- Energy above the lowest of the compared OMol25 structures with the same formula, charge and spin: 19.7 kcal per mole
- Structure (SMILES): O[C@H]1CCCO1

=====

Record 3
One molecule with the formula C4H8O2 in a non-equilibrium geometry, computed with ωB97M-V/def2-TZVPD.

Geometry as ORCA input:
```
! RIJCOSX wB97M-V def2-TZVPD def2/J DEFGRID3
* xyz 0 1
H 1.65 -1.62 0.21
C -0.05 0.51 0.10
H 1.82 1.29 -0.16
H 1.68 0.41 1.34
H -2.57 -0.14 0.42
O -0.61 -0.71 0.35
H -1.82 1.71 -0.26
C 1.46 0.35 0.24
C -1.92 -0.85 -0.12
C -0.71 1.63 -0.13
O 1.97 -0.74 -0.42
H -0.11 2.55 -0.32
H -2.04 -0.58 -1.21
H -2.12 -1.85 -0.01
*
```

Output
- DFT total energy: -8370.554 eV
- Orbital gap: 9.930 eV
- Energy above the lowest of the compared OMol25 structures with the same formula, charge and spin: 62.9 kcal per mole
- Structure (SMILES): C=C(CO)OC

=====

Record 4
One molecule with the formula C4H8O2, computed with ωB97M-V/def2-TZVPD.

Geometry as ORCA input:
```
! RIJCOSX wB97M-V def2-TZVPD def2/J DEFGRID3
* xyz 0 1
H -2.07 -0.73 -0.10
H -0.74 -1.89 0.13
H 1.99 -0.01 -0.53
C -0.19 -0.07 -0.99
H 1.23 -0.85 1.55
O -0.70 -0.14 1.28
C 0.71 0.07 1.26
H 0.94 0.86 1.98
C -1.00 -0.82 0.08
C 1.04 0.44 -0.20
H 0.10 -0.70 -1.84
H 1.11 1.52 -0.34
H -1.48 1.33 -0.77
O -0.95 1.00 -1.51
*
```

Output
- DFT total energy: -8372.058 eV
- Orbital gap: 10.810 eV
- Energy above the lowest of the compared OMol25 structures with the same formula, charge and spin: 28.2 kcal per mole
- Structure (SMILES): O[C@H]1CCOC1

=====

Record 5
A 3-piece molecular cluster, C4H8O2 overall, computed with ωB97M-V/def2-TZVPD.

Geometry as ORCA input:
```
! RIJCOSX wB97M-V def2-TZVPD def2/J DEFGRID3
* xyz 0 1
C -0.44 1.15 0.48
H -1.14 -1.81 1.14
H 2.37 0.43 0.75
H 1.79 0.97 -0.86
H -1.99 -1.71 -0.46
O 0.89 -0.77 -0.12
C -1.38 -1.20 0.27
H 2.80 -0.49 -0.72
O -1.26 2.01 0.28
H -2.15 0.04 -0.51
C -0.37 -0.25 -0.14
H -1.47 0.23 -1.10
H 0.36 1.30 1.23
C 2.01 0.10 -0.24
*
```

Output
- DFT total energy: -8366.691 eV
- Orbital gap: 9.040 eV
- Energy above the lowest of the compared OMol25 structures with the same formula, charge and spin: 152.0 kcal per mole

=====

Record 6
One molecule with the formula C4H8O2, computed with ωB97M-V/def2-TZVPD.

Geometry as ORCA input:
```
! RIJCOSX wB97M-V def2-TZVPD def2/J DEFGRID3
* xyz 0 1
C 1.84 0.61 0.09
H -1.41 1.52 -1.10
H 1.85 1.50 0.73
H 0.95 -1.20 -0.26
H -1.65 -1.63 0.94
H 2.26 0.86 -0.89
C -1.36 -0.59 0.74
H -2.16 0.07 1.09
H -0.87 -1.21 -1.31
C -0.87 -0.31 -0.69
H 2.54 -0.10 0.55
O -1.54 0.64 -1.46
O -0.08 -0.28 1.31
C 0.55 -0.22 0.03
*
```

Output
- DFT total energy: -8370.712 eV
- Orbital gap: 10.447 eV
- Energy above the lowest of the compared OMol25 structures with the same formula, charge and spin: 59.2 kcal per mole
- Structure (SMILES): C[C@H]1OC[C@H]1O